Record 1
C36H34F4FeN2O3PS as an isolated structure, computed with the ωB97M-V functional and the def2-TZVPD basis.

```
82
Properties=species:S:1:pos:R:3:forces:R:3
Fe 0.995 -0.347 0.152 -0.072 0.773 -0.235
C -0.226 -2.978 -3.034 0.002 0.039 -0.057
C -1.319 -3.520 -2.126 0.033 0.007 0.009
N -1.018 -3.368 -0.711 0.027 -0.061 0.053
C -2.174 -3.701 0.114 -0.007 -0.003 -0.019
C -2.024 -3.261 1.561 0.012 -0.002 0.053
C 0.172 -4.114 -0.300 0.012 0.113 0.051
C 1.392 -3.219 -0.093 0.157 0.116 -0.096
N 1.228 -2.124 0.864 -0.071 -0.199 0.135
C 1.409 -2.332 2.198 -0.013 -0.120 -0.148
C 1.434 -1.213 3.052 -0.010 -0.131 0.098
F 1.301 0.015 2.480 0.022 0.135 -0.026
C 1.594 -1.281 4.413 0.000 0.044 0.008
F 1.593 -0.137 5.117 -0.002 0.003 0.001
C 1.764 -2.490 5.057 0.045 0.004 0.076
C 1.767 -3.611 4.254 -0.030 0.013 -0.048
F 1.937 -4.819 4.813 -0.004 -0.011 0.011
C 1.593 -3.554 2.885 0.030 0.133 -0.074
F 1.609 -4.728 2.220 -0.021 -0.051 0.012
H -0.556 -3.013 -4.075 0.012 -0.011 0.013
H 0.694 -3.558 -2.961 -0.011 -0.001 0.004
H 0.020 -1.941 -2.788 -0.021 -0.037 0.022
H -1.511 -4.578 -2.384 -0.006 0.002 0.017
H -2.250 -2.982 -2.326 -0.011 0.024 0.012
H -2.386 -4.785 0.077 -0.016 -0.006 -0.013
H -3.042 -3.201 -0.318 -0.027 0.033 -0.012
H -1.233 -3.804 2.082 -0.035 -0.002 -0.010
H -2.957 -3.442 2.100 0.015 0.011 0.010
H -1.786 -2.199 1.615 -0.019 0.016 -0.017
H 0.412 -4.888 -1.042 0.082 0.020 -0.011
H -0.039 -4.646 0.624 -0.020 -0.034 0.036
H 1.640 -2.746 -1.045 -0.003 -0.022 -0.019
H 2.261 -3.829 0.169 -0.066 -0.051 -0.008
H 1.908 -2.553 6.124 -0.020 -0.004 -0.009
O 3.017 0.376 0.364 -0.036 -0.041 0.259
S 3.348 0.308 -1.074 -0.206 -0.161 -0.280
O 4.664 -0.126 -1.419 -0.012 0.022 0.022
O 2.225 -0.439 -1.706 0.120 0.046 0.013
C 3.164 1.989 -1.609 0.144 -0.034 -0.041
C 4.226 2.615 -2.244 -0.013 0.007 -0.011
C 4.104 3.941 -2.633 -0.001 -0.032 0.012
C 2.924 4.629 -2.391 0.015 0.009 -0.008
C 1.865 3.992 -1.763 -0.011 0.042 -0.019
C 1.977 2.667 -1.354 -0.079 0.048 0.019
P 0.505 1.847 -0.630 0.356 -0.530 0.172
C -0.655 2.077 -1.992 -0.113 0.039 -0.004
C -0.507 1.252 -3.106 -0.003 0.008 -0.003
C -1.367 1.392 -4.182 0.001 -0.007 -0.011
C -2.371 2.352 -4.153 -0.011 -0.003 -0.027
C -2.507 3.184 -3.052 0.015 0.009 0.034
C -1.647 3.050 -1.970 -0.010 -0.016 -0.077
C 0.041 2.791 0.801 0.090 0.132 0.070
C -1.268 2.431 1.449 -0.049 -0.029 0.014
C -1.483 3.144 2.745 -0.057 0.008 0.019
C -0.560 3.953 3.306 0.024 0.005 -0.003
C 0.683 4.195 2.665 -0.011 0.021 0.047
C 0.952 3.608 1.425 -0.038 -0.028 -0.072
H 5.132 2.052 -2.419 -0.004 0.013 0.001
H 4.930 4.435 -3.128 -0.002 -0.005 0.002
H 2.824 5.662 -2.699 -0.005 -0.004 0.003
H 0.940 4.531 -1.595 0.004 -0.003 0.005
H 0.283 0.507 -3.127 -0.005 0.013 0.007
H -1.254 0.750 -5.047 -0.001 0.005 0.006
H -3.044 2.456 -4.994 0.008 -0.003 0.008
H -3.281 3.940 -3.033 0.004 -0.009 -0.005
H -1.748 3.709 -1.117 0.001 0.009 0.012
H -2.091 2.694 0.767 -0.001 -0.007 -0.006
H -2.428 2.978 3.247 0.010 0.006 -0.017
H -0.765 4.421 4.261 0.005 -0.001 -0.011
H 1.424 4.831 3.129 -0.012 -0.009 -0.001
H 1.909 3.798 0.957 0.003 -0.001 -0.006
C -3.717 0.068 1.025 -0.092 -0.047 -0.088
C -3.245 -0.341 -0.243 0.044 -0.013 -0.082
C -1.858 -0.323 -0.506 -0.218 0.004 0.054
C -0.963 0.128 0.416 0.207 -0.121 0.048
C -1.429 0.867 1.643 -0.148 -0.051 -0.049
C -2.877 0.591 1.944 0.091 0.076 0.162
H -4.766 -0.057 1.264 0.003 0.005 0.014
H -3.936 -0.745 -0.972 0.041 0.014 -0.025
H -1.506 -0.735 -1.444 -0.027 -0.060 0.016
H -0.816 0.613 2.509 0.009 -0.035 0.018
H -3.250 0.886 2.918 0.006 -0.030 -0.010
```
Positions in Å, forces in eV/Å.

Results
orbital gap (spin up / spin down): 0.228 / 0.215 Ha
spin multiplicity: 6
charge: 0
ΔE to the lowest compared entry with this formula, charge and spin: 2.546 eV
HOMO energy (spin up / spin down): -6.85 / -7.42 eV
lowest unoccupied orbital energy (spin up / spin down): -0.646 / -1.557 eV

***

Record 2
C31H21ClF3N2O6S2Tl as an isolated structure, computed with the ωB97M-V functional and the def2-TZVPD basis.

```
67
Properties=species:S:1:pos:R:3:forces:R:3
Tl 0.056 1.363 -1.542 0.049 0.051 0.014
C -4.125 -4.596 2.539 -0.001 0.004 -0.002
C -3.094 -3.995 1.618 0.014 -0.030 0.001
C -3.113 -2.640 1.310 0.003 0.030 -0.009
C -2.161 -2.080 0.469 0.013 -0.011 0.005
C -1.176 -2.894 -0.068 0.015 -0.030 0.005
C -1.133 -4.249 0.229 -0.005 0.044 -0.005
C -2.093 -4.793 1.067 -0.013 -0.003 0.011
S 0.024 -2.184 -1.184 0.013 0.032 0.032
O -0.689 -1.808 -2.376 0.022 -0.011 -0.014
O 1.076 -3.176 -1.312 -0.021 -0.022 -0.019
N 0.514 -0.839 -0.485 -0.019 -0.007 -0.035
C 1.075 -0.867 0.765 0.036 0.015 0.045
C 1.457 -1.987 1.489 0.003 -0.008 -0.032
C 2.047 -1.878 2.760 0.021 0.038 0.028
C 2.292 -0.668 3.343 -0.004 -0.044 -0.021
C 1.924 0.506 2.647 0.000 0.040 0.028
C 2.167 1.800 3.155 -0.003 -0.003 0.001
C 1.797 2.901 2.441 -0.002 -0.011 -0.003
C 1.161 2.716 1.200 -0.016 0.018 -0.008
N 0.929 1.527 0.706 0.035 -0.042 0.014
C 1.304 0.415 1.383 -0.028 -0.004 -0.020
H -4.870 -3.854 2.826 -0.001 -0.001 0.000
H -3.663 -4.980 3.452 0.002 0.000 -0.001
H -4.644 -5.430 2.060 -0.003 -0.002 0.003
H -3.879 -1.996 1.728 0.001 0.001 -0.005
H -2.177 -1.018 0.241 -0.018 0.000 0.005
H -0.342 -4.854 -0.195 -0.006 -0.011 0.003
H -2.064 -5.853 1.303 0.002 0.000 -0.001
H 1.346 -2.966 1.050 0.000 -0.002 -0.007
H 2.339 -2.789 3.271 -0.005 -0.011 -0.011
H 2.774 -0.589 4.310 -0.003 0.012 0.001
H 2.662 1.900 4.116 -0.001 -0.007 0.001
H 1.987 3.903 2.799 -0.009 0.005 -0.012
H 0.846 3.557 0.595 0.019 0.009 0.004
O -3.928 1.132 0.400 -0.005 -0.001 -0.002
C -3.057 1.441 -0.417 -0.020 -0.030 0.037
O -1.900 0.901 -0.459 -0.015 0.009 0.005
C -3.422 2.467 -1.476 -0.021 0.017 -0.045
C -4.741 2.410 -1.930 0.019 0.003 0.006
C -5.222 3.271 -2.900 -0.027 -0.010 0.000
C -4.369 4.233 -3.427 0.012 0.013 -0.005
C -3.062 4.308 -2.984 -0.010 -0.009 0.009
C -2.556 3.436 -2.007 0.065 0.000 0.027
S -0.880 3.736 -1.513 -0.038 0.006 -0.015
H -5.384 1.666 -1.479 0.001 -0.001 0.002
H -6.248 3.194 -3.239 0.001 0.001 -0.001
H -4.718 4.920 -4.190 0.002 0.001 0.000
H -2.387 5.049 -3.394 -0.005 0.003 -0.005
F 1.434 -0.241 -3.762 -0.018 0.037 -0.036
C 0.509 0.748 -3.657 0.013 -0.058 0.019
F 1.014 1.794 -4.356 -0.008 -0.001 0.015
F -0.569 0.333 -4.363 -0.009 0.010 0.018
Cl 5.412 -2.541 1.251 -0.002 -0.005 0.005
C 4.849 -1.044 0.531 -0.025 0.028 -0.017
C 4.055 -1.092 -0.600 0.032 -0.040 0.041
C 3.595 0.102 -1.140 -0.024 0.005 0.015
C 3.921 1.323 -0.563 0.008 0.009 -0.053
C 4.743 1.339 0.558 0.042 -0.012 0.047
C 5.203 0.158 1.121 -0.013 0.003 -0.015
C 3.357 2.638 -1.103 -0.067 -0.030 0.113
O 4.031 3.657 -0.906 0.002 0.020 0.024
O 2.227 2.564 -1.670 0.075 -0.037 -0.140
H 3.758 -2.042 -1.026 -0.009 0.017 -0.008
H 2.955 0.079 -2.010 -0.028 0.001 -0.018
H 5.007 2.297 0.989 -0.018 0.011 -0.021
H 5.818 0.161 2.012 0.000 0.001 0.000
```
Positions in Å, forces in eV/Å.

Results
orbital gap: 0.252 Ha
charge: -2
ΔE to the lowest compared entry with this formula, charge and spin: 0.000 eV
HOMO energy: -2.67 eV
lowest unoccupied orbital energy: 4.195 eV

***

Record 3
C19H37FN5OsSi as an isolated structure at a distorted geometry, computed with the ωB97M-V functional and the def2-TZVPD basis.

```
64
Properties=species:S:1:pos:R:3:forces:R:3
Os 0.507 -0.323 -0.012 -1.728 0.024 -0.030
C 1.195 2.143 2.385 -0.007 0.024 -0.010
C 0.451 0.880 2.805 -0.006 0.012 -0.013
N 0.796 -0.389 2.102 0.081 -0.057 -0.088
C 2.141 -0.946 2.438 -0.018 -0.051 0.041
C 3.160 -0.426 1.463 0.065 0.035 -0.062
N 2.653 -0.645 0.072 0.322 0.062 0.016
C 3.597 -0.011 -0.899 -0.014 -0.014 0.078
C 3.279 -0.316 -2.366 0.051 0.010 -0.039
C 1.924 -0.929 -2.670 -0.014 -0.050 -0.015
N 0.741 -0.186 -2.122 0.158 -0.023 0.063
C 0.650 1.235 -2.584 -0.041 0.006 0.043
C 1.096 2.186 -1.491 -0.001 -0.010 0.037
N 0.599 1.763 -0.131 0.003 -0.035 0.034
C 1.437 2.462 0.899 0.026 -0.047 -0.032
H 2.171 2.176 2.873 0.000 0.006 -0.013
H 0.635 2.960 2.843 -0.011 -0.001 -0.003
H -0.613 1.003 2.648 -0.109 0.024 0.006
H 0.606 0.731 3.875 0.001 0.011 0.010
H 0.128 -1.072 2.456 -0.048 0.007 0.014
H 2.070 -2.034 2.376 0.022 -0.009 -0.003
H 2.409 -0.690 3.463 0.002 -0.009 0.016
H 4.119 -0.929 1.594 0.016 -0.017 0.008
H 3.331 0.640 1.594 0.018 0.007 -0.011
H 2.729 -1.653 -0.084 0.014 -0.001 -0.016
H 4.607 -0.346 -0.659 0.009 -0.026 0.005
H 3.578 1.057 -0.697 0.024 0.000 0.000
H 4.007 -1.028 -2.756 0.018 0.020 -0.010
H 3.429 0.591 -2.953 -0.019 0.001 -0.001
H 1.852 -1.948 -2.284 0.001 -0.013 -0.008
H 1.809 -0.991 -3.753 0.003 -0.014 -0.022
H -0.061 -0.669 -2.520 -0.037 -0.016 0.015
H -0.379 1.417 -2.867 -0.053 0.037 -0.009
H 1.258 1.378 -3.477 0.019 0.014 0.009
H 0.764 3.203 -1.704 -0.023 -0.003 -0.013
H 2.180 2.218 -1.437 0.001 0.011 0.004
H -0.350 2.116 -0.040 -0.030 0.084 0.025
H 1.328 3.536 0.738 -0.012 0.009 0.018
H 2.466 2.228 0.636 0.004 -0.020 0.004
C -4.593 0.401 0.026 0.004 -0.040 -0.001
Si -2.798 0.871 -0.004 -0.306 0.099 0.061
C -2.562 1.946 1.500 0.111 0.009 -0.037
C -2.517 1.815 -1.583 0.040 -0.025 -0.023
N -1.480 -0.541 0.015 1.560 0.286 -0.050
C -1.862 -1.884 0.031 -0.284 -0.491 0.050
C -3.189 -2.377 0.036 0.047 0.233 -0.002
C -3.470 -3.729 0.047 0.006 -0.089 0.002
C -2.452 -4.674 0.056 0.070 0.057 0.001
C -1.117 -4.255 0.054 -0.157 -0.148 0.000
C -0.900 -2.917 0.040 -0.062 0.190 -0.003
F 0.428 -2.487 0.038 0.151 -0.004 0.006
H -5.101 1.372 0.048 0.036 -0.003 -0.004
H -4.921 -0.133 0.919 0.003 0.020 -0.021
H -4.954 -0.109 -0.868 0.013 -0.024 0.015
H -3.375 2.677 1.427 0.008 -0.021 -0.048
H -1.648 2.535 1.588 0.036 -0.024 -0.003
H -2.735 1.411 2.434 0.021 -0.036 0.020
H -3.440 2.380 -1.745 0.009 -0.023 0.033
H -2.398 1.178 -2.462 -0.036 0.019 0.032
H -1.722 2.559 -1.552 0.036 0.001 -0.068
H -4.010 -1.687 0.029 -0.002 -0.030 -0.006
H -4.502 -4.055 0.048 0.002 0.023 -0.001
H -2.681 -5.731 0.066 0.003 0.011 -0.001
H -0.294 -4.958 0.060 0.006 0.022 0.000
```
Positions in Å, forces in eV/Å.

Results
orbital gap (spin up / spin down): 0.236 / 0.236 Ha
charge: +3
ΔE to the lowest compared entry with this formula, charge and spin: 0.000 eV
HOMO energy (spin up / spin down): -18.15 / -18.15 eV
lowest unoccupied orbital energy (spin up / spin down): -11.726 / -11.730 eV

***

Record 4
A 2-piece molecular cluster, C24H18F3NO2 overall at a distorted geometry, computed with the ωB97M-V functional and the def2-TZVPD basis.

```
48
Properties=species:S:1:pos:R:3:forces:R:3
C -2.419 4.493 3.550 0.216 -0.045 -0.546
C -2.605 3.002 3.303 -0.310 0.124 1.356
O -2.322 2.626 1.972 0.251 -0.658 -0.780
C -2.325 1.257 1.856 -0.011 -0.837 0.368
C -2.290 0.726 0.525 -0.188 1.064 -0.406
C -2.428 -0.629 0.215 -0.022 -0.193 0.182
C -2.437 -1.639 1.207 0.035 -0.223 0.261
C -2.571 -2.958 0.880 -0.074 -0.148 -0.159
C -2.717 -3.345 -0.457 0.146 1.466 0.253
C -2.830 -4.684 -0.811 -0.248 -3.163 -0.850
N -2.912 -5.804 -1.122 0.088 1.577 0.448
C -2.731 -2.360 -1.450 -0.053 -0.232 -0.189
C -2.587 -1.039 -1.130 -0.060 0.110 0.167
O -2.390 0.519 2.832 -0.026 1.044 0.230
H -2.903 4.826 4.472 0.002 -0.280 -0.073
H -1.363 4.757 3.619 0.024 -0.055 -0.005
H -2.831 5.076 2.726 -0.117 0.003 0.006
H -1.964 2.397 3.963 -0.290 0.361 -0.040
H -3.642 2.690 3.491 0.177 0.174 0.207
H -2.193 1.433 -0.277 0.031 0.214 -0.307
H -2.328 -1.348 2.237 0.005 -0.098 -0.079
H -2.575 -3.716 1.647 0.039 -0.070 0.113
H -2.865 -2.663 -2.475 0.010 -0.025 -0.178
H -2.631 -0.288 -1.899 0.093 0.157 -0.220
F -7.529 6.416 1.131 0.676 -0.184 -0.334
C -6.392 5.948 0.565 0.360 -0.401 -0.327
C -5.186 6.583 0.805 0.095 0.822 0.622
C -4.013 6.090 0.264 -0.356 -0.427 -0.024
F -2.826 6.668 0.573 -0.807 -0.257 -0.320
C -4.061 4.979 -0.546 0.644 -0.041 -0.124
C -5.268 4.302 -0.824 -0.116 0.652 0.399
C -5.200 3.160 -1.662 0.107 -0.355 0.131
C -6.163 2.235 -2.140 -0.241 -0.157 -0.098
C -5.710 1.179 -2.962 0.326 0.168 0.109
C -6.570 0.230 -3.458 0.128 -0.020 -0.061
C -7.916 0.289 -3.163 -0.685 -0.282 -0.029
C -8.402 1.312 -2.367 0.457 0.136 0.023
F -9.722 1.371 -2.076 0.629 0.007 -0.135
C -7.544 2.265 -1.870 -0.688 0.114 0.214
C -6.433 4.829 -0.233 -0.617 0.016 0.163
H -5.161 7.458 1.426 0.022 0.262 0.245
H -3.139 4.622 -0.967 0.273 -0.189 -0.093
H -4.204 2.941 -2.008 0.303 -0.006 -0.122
H -4.662 1.124 -3.203 0.218 -0.006 -0.029
H -6.193 -0.565 -4.082 0.019 -0.066 -0.035
H -8.605 -0.448 -3.537 -0.120 -0.175 -0.106
H -7.992 3.027 -1.273 -0.123 0.216 0.194
H -7.394 4.382 -0.370 -0.224 -0.096 -0.022
```
Positions in Å, forces in eV/Å.

Results
orbital gap: 0.096 Ha
charge: 0
HOMO energy: -6.28 eV
lowest unoccupied orbital energy: -3.655 eV